ORCA calculation (wB97M-V/def2-TZVPD) on a structure of composition C18H27LuN2O4P2S2.

Structure (ORCA input):
```
! RIJCOSX wB97M-V def2-TZVPD def2/J DEFGRID3
* xyz 2 1
Lu 0.1036 0.5387 -1.2814
P 1.2996 -0.8023 -3.1200
C 0.9916 -2.4690 -2.3075
C -0.3745 -2.5291 -1.5764
N -0.6976 -1.5371 -0.6999
C -1.7007 -1.7025 0.2300
C -2.6173 -2.7182 0.0571
C -2.4390 -3.6082 -0.9975
C -1.2235 -3.6246 -1.7051
C -1.6162 -0.8337 1.4807
P -3.0848 0.0349 2.1589
H -0.9977 -4.4151 -2.4187
H -3.4564 -2.8228 0.7699
H -3.1566 -4.3972 -1.1876
H -1.4687 -1.5207 2.3405
H -0.7336 -0.1780 1.4651
H 1.0488 -3.1687 -3.0565
H 1.8798 -2.6467 -1.6566
H -3.2018 0.6391 -3.2600
O -2.7299 0.1831 -2.5910
H -2.7594 -0.7630 -2.8724
H -3.0316 1.7675 2.5203
O -2.4846 2.0086 1.7882
H -3.0414 2.5635 1.1989
C -4.5967 0.1295 1.2223
H -5.2682 -0.6450 1.5763
H -5.1371 1.0935 1.2429
H -4.2996 -0.0688 0.1759
C -2.9537 0.1423 3.9650
H -3.6905 0.8008 4.4561
H -3.1587 -0.8700 4.3338
H -1.9605 0.4539 4.3453
C 3.1132 -0.8270 -3.3737
H 3.3290 -1.0608 -4.4306
H 3.5085 0.1718 -3.1310
H 3.6066 -1.5622 -2.7196
C 0.6704 -1.0132 -4.8317
H 0.4324 -0.0163 -5.2447
H 1.4249 -1.4984 -5.4769
H -0.2601 -1.5983 -4.8670
O 2.1752 -0.5737 2.2042
S 1.6153 0.7326 2.1249
O 0.4428 1.0538 2.9309
N 1.2540 1.0767 0.4769
C 2.0110 2.0893 -0.0349
S 1.7580 2.4924 -1.6704
C 2.9555 2.6186 0.9163
C 3.9965 3.5577 0.7419
C 4.8570 3.8433 1.7995
C 4.6570 3.2564 3.0569
C 3.6304 2.3244 3.2435
C 2.8174 2.0084 2.1661
H 4.0912 4.0262 -0.2322
H 5.7110 4.5200 1.6623
H 5.3137 3.5103 3.8917
H 3.4462 1.8335 4.2008
*
```

Calculated values
Frontier orbital gap (spin up / spin down)   0.262 / 0.155 hartree
HOMO level (spin up / spin down)   -13.1 / -10.3 eV
Calculated total energy   -104125.85766 eV
LUMO (spin up / spin down)   -5.95 / -6.09 eV

---

ORCA calculation (wB97M-V/def2-TZVPD) on a structure of composition C36H26AsCl5N7ORhS.

Structure (ORCA input):
```
! RIJCOSX wB97M-V def2-TZVPD def2/J DEFGRID3
* xyz 2 5
Rh -0.1230 -0.8130 0.3939
N 1.3645 1.2673 3.5387
C 0.4323 0.5358 4.3323
C -0.2682 0.7839 5.5105
C -1.3272 -0.0447 5.8993
C -1.7306 -1.0670 5.0507
C -0.9661 -1.3866 3.9048
C 0.0106 -0.5117 3.4305
N 0.6355 -0.3585 2.1756
C 1.5696 0.6346 2.3718
C 2.8708 0.8865 1.6377
C 4.0356 1.3063 2.2721
S 5.4908 1.1590 1.2816
C 4.4291 0.5795 0.0624
N 3.1490 0.4911 0.3436
H 1.9962 1.9829 3.8613
H 0.0727 1.5903 6.1303
H -1.8350 0.1205 6.8356
H -2.6791 -1.5285 5.2992
H -1.2559 -2.2727 3.3684
H 4.1448 1.7345 3.2739
H 4.7959 0.4092 -0.9633
Cl -6.6009 1.8270 2.4973
C -5.1093 1.6710 1.6315
C -4.6992 0.3507 1.4007
Cl -5.8799 -0.8964 1.3695
C -3.3376 0.1602 1.1168
Cl -2.6109 -1.4530 0.9000
C -2.4330 1.2514 1.0884
O -1.1980 0.9812 0.7681
C -2.8165 2.5281 1.5944
Cl -1.5878 3.5347 2.1500
C -4.1927 2.7423 1.6549
Cl -4.8079 4.2993 1.7545
N -4.5380 1.2426 -3.4418
C -3.6602 0.2180 -3.5123
N -3.9624 -0.7458 -4.4379
N -2.5324 0.2852 -2.8939
C -1.8115 -0.5826 -2.3222
N -1.1312 -1.2118 -1.5925
H -5.4731 0.8999 -3.5315
H -4.3526 1.8875 -2.6447
H -4.8791 -0.7321 -4.8474
H -3.1966 -1.1824 -4.9434
C 3.9647 -1.7825 -4.3931
C 3.4966 -2.5697 -3.3720
C 2.7464 -2.0333 -2.3041
C 2.5465 -0.6480 -2.2729
C 3.0157 0.1628 -3.3189
C 3.7399 -0.4086 -4.3389
As 1.4682 0.1350 -0.9649
C 0.5590 -2.7595 0.3755
C 1.5787 -3.2257 1.1882
C 1.7045 -4.6013 1.3672
C 1.1850 -5.5592 0.4717
C 0.2716 -5.0825 -0.4633
C -0.0515 -3.7372 -0.4379
C 0.9978 2.0225 -1.5281
C -0.1027 2.4310 -2.2659
C -0.4911 3.7833 -2.2400
C 0.3442 4.7791 -1.8402
C 1.5696 4.3776 -1.2034
C 1.8876 3.0290 -1.0160
H 4.5355 -2.1945 -5.2370
H 3.7355 -3.6572 -3.4720
H 2.2686 -2.6557 -1.6070
H 2.9040 1.2479 -3.2933
H 4.2042 0.2234 -5.0502
H 2.1209 -2.4948 1.8060
H 2.3706 -5.0049 2.1408
H 1.3208 -6.6317 0.6251
H -0.1396 -5.7744 -1.1974
H -0.8344 -3.3769 -1.0851
H -0.7228 1.7232 -2.8075
H -1.4663 4.0336 -2.6408
H 0.1574 5.7841 -1.9883
H 2.2105 5.1159 -0.8228
H 2.9033 2.7751 -0.5825
*
```

Calculated values
Expectation value of S²   6.062
Frontier orbital gap (spin up / spin down)   0.187 / 0.158 hartree
HOMO level (spin up / spin down)   -10.7 / -12.3 eV
Calculated total energy   -187506.28231 eV
LUMO (spin up / spin down)   -5.55 / -7.95 eV

---

ORCA calculation (wB97M-V/def2-TZVPD) on the molecule C4H5NO.

Structure (ORCA input):
```
! RIJCOSX wB97M-V def2-TZVPD def2/J DEFGRID3
* xyz 0 1
N 1.8286 -0.2357 -0.1309
C 0.5062 0.1253 -0.1582
C -0.5721 -0.7303 -0.5741
C -1.6190 -0.3009 0.1673
O -1.3350 0.8317 0.8381
C -0.0163 1.2448 0.4701
H 2.2959 0.2319 0.6359
H 1.9379 -1.2399 -0.0945
H -0.5720 -1.3976 -1.4288
H -2.6087 -0.7408 0.2678
H 0.1086 2.2283 -0.0161
*
```

Calculated values
Frontier orbital gap   0.323 hartree
SMILES string   Nc1ccoc1
HOMO level   -7.8 eV
Calculated total energy   -7764.10951 eV
LUMO   1.01 eV

---

ORCA calculation (wB97M-V/def2-TZVPD) on a structure of composition ClFH2NOP.

Structure (ORCA input):
```
! RIJCOSX wB97M-V def2-TZVPD def2/J DEFGRID3
* xyz 0 1
N 1.3520 -0.4944 -0.8548
O 0.3905 0.2205 1.3936
F -0.5065 1.4221 -0.5389
P 0.1338 0.0207 -0.1196
Cl -2.2874 -1.0751 0.0369
H 1.1549 -0.2545 -1.9256
H -0.2372 0.1607 2.0083
*
```

Calculated values
Frontier orbital gap   0.337 hartree
HOMO level   -10.8 eV
Calculated total energy   -28099.16532 eV
LUMO   -1.62 eV

---

ORCA calculation (wB97M-V/def2-TZVPD) on a structure of composition C42H42BrCrN6O2STe.

Structure (ORCA input):
```
! RIJCOSX wB97M-V def2-TZVPD def2/J DEFGRID3
* xyz 1 3
Cr -0.3269 -0.2727 -0.1891
Br -1.2871 -0.8709 7.1189
C -1.0395 -1.0748 5.2573
C -0.3813 -2.2064 4.7636
C -0.1942 -2.3700 3.4123
C -0.6374 -1.4058 2.4876
O -0.4322 -1.6066 1.2097
C -1.3166 -0.2731 3.0001
C -1.9199 0.7031 2.1419
N -1.7367 0.7793 0.8690
C -2.5083 1.6404 0.0414
C -3.7470 2.1755 0.3197
C -4.4287 2.8576 -0.6916
C -3.9143 2.9159 -1.9706
C -2.6799 2.3281 -2.2807
C -2.2027 2.1998 -3.6519
C -1.4942 1.1462 -4.0563
C -1.0886 0.0263 -3.1331
N -0.5957 1.3764 -1.2760
C -1.9426 1.7765 -1.2353
C -1.5128 -0.1313 4.3874
H -0.0228 -2.9576 5.4546
H 0.3044 -3.2505 3.0292
H -2.6033 1.4086 2.6144
H -4.2179 2.0340 1.2837
H -5.3967 3.2907 -0.4808
H -4.4854 3.3837 -2.7630
H -2.4743 2.9685 -4.3664
H -1.1348 1.0936 -5.0759
H -0.5879 -0.7483 -3.7282
H -2.0454 0.7347 4.7605
N 1.1283 -1.7296 -0.8696
N 2.4189 -1.5127 -0.3664
C 2.7057 -0.4350 0.3914
N 3.9633 -0.3433 0.8299
S 1.5789 0.7547 0.7706
H 0.7357 -2.5719 -0.4511
H 1.1827 -1.7976 -1.8813
H 3.0970 -2.2496 -0.4858
H 4.6998 -0.9162 0.4519
H 4.2301 0.5176 1.2798
C 7.6013 3.2342 -7.3165
C 6.3647 2.8174 -6.5699
C 5.5147 3.7581 -6.0043
C 4.3753 3.3930 -5.2969
C 3.5083 4.4837 -4.7285
C 4.0810 2.0290 -5.1394
Te 2.3572 1.4535 -4.0337
N -0.0890 0.5192 -2.1593
C -2.1710 -0.7387 -2.3745
O -1.8830 -1.1256 -1.2309
C -3.4602 -1.1043 -2.9586
C -4.4729 -1.5447 -2.1007
C -5.7056 -1.8991 -2.6137
C -5.9286 -1.8339 -3.9844
C -4.9228 -1.4121 -4.8436
C -3.6918 -1.0389 -4.3338
C 2.9129 2.3791 -2.2066
C 4.1012 1.9990 -1.5693
C 5.0093 0.9299 -2.1150
C 4.4715 2.6457 -0.3917
C 3.6865 3.6351 0.1822
C 4.0921 4.3156 1.4601
C 2.5099 3.9852 -0.4641
C 2.1113 3.3891 -1.6561
C 0.8621 3.9211 -2.3084
C 4.9167 1.0615 -5.7128
C 4.6975 -0.4279 -5.6084
C 6.0423 1.4781 -6.4187
H 7.5701 4.2919 -7.5738
H 7.7177 2.6611 -8.2364
H 8.4933 3.0647 -6.7101
H 5.7383 4.8125 -6.1239
H 3.8224 5.4545 -5.1089
H 3.5681 4.5128 -3.6387
H 2.4602 4.3297 -4.9922
H -4.2797 -1.5909 -1.0376
H -6.4939 -2.2284 -1.9507
H -6.8931 -2.1159 -4.3857
H -5.1003 -1.3726 -5.9095
H -2.9139 -0.7101 -5.0083
H 4.4536 0.0106 -2.3228
H 5.8131 0.7138 -1.4092
H 5.4670 1.2356 -3.0572
H 5.4136 2.3775 0.0793
H 5.0287 3.9139 1.8457
H 3.3262 4.1932 2.2280
H 4.2273 5.3869 1.3047
H 1.8824 4.7614 -0.0375
H 0.1412 4.2215 -1.5475
H 0.3865 3.1964 -2.9623
H 1.1007 4.8026 -2.9099
H 3.7203 -0.6860 -5.2101
H 5.4523 -0.8779 -4.9581
H 4.8005 -0.8918 -6.5899
H 6.6827 0.7242 -6.8660
*
```

Calculated values
Expectation value of S²   2.464
Frontier orbital gap (spin up / spin down)   0.236 / 0.228 hartree
HOMO level (spin up / spin down)   -9.5 / -9.5 eV
Calculated total energy   -173859.72097 eV
LUMO (spin up / spin down)   -3.13 / -3.35 eV

---

ORCA calculation (wB97M-V/def2-TZVPD) on the molecule C21H18N4O3S.

Structure (ORCA input):
```
! RIJCOSX wB97M-V def2-TZVPD def2/J DEFGRID3
* xyz 0 1
C 0.8976 -0.2925 -6.7834
O 1.7481 0.2162 -5.7822
C 1.6709 -0.2993 -4.5328
C 2.5494 0.2501 -3.5921
C 2.5661 -0.2022 -2.2942
C 1.6886 -1.2105 -1.8870
C 1.6275 -1.7447 -0.5140
O 0.6804 -2.3850 -0.1121
C 2.7921 -1.4347 0.4067
S 2.5148 0.2546 1.0515
C 1.3381 -0.1488 2.2671
N 1.3911 -1.1795 3.0719
N 0.3207 -1.1259 3.8553
C -0.3850 -0.0622 3.5386
C -1.6133 0.3109 4.2103
C -2.1600 -0.5693 5.1488
C -3.3264 -0.2047 5.7919
C -3.9106 1.0169 5.4834
C -3.2894 1.8188 4.5400
N -2.1733 1.4842 3.9188
N 0.2359 0.6090 2.5193
C -0.2078 1.7571 1.7617
C -0.5945 1.3433 0.3789
C -0.0717 1.6533 -0.8419
C -0.8462 0.9446 -1.7919
C -1.7706 0.2514 -1.0756
O -1.6291 0.4883 0.2363
C 0.8042 -1.7416 -2.8254
C 0.7944 -1.3069 -4.1343
H -0.1561 -0.1291 -6.5365
H 1.1449 0.2607 -7.6878
H 1.0713 -1.3595 -6.9529
H 3.2125 1.0366 -3.9161
H 3.2446 0.2552 -1.5911
H 2.7935 -2.1010 1.2684
H 3.7531 -1.4331 -0.1012
H -1.6566 -1.5017 5.3426
H -3.7774 -0.8599 6.5229
H -4.8222 1.3383 5.9622
H -3.6993 2.7819 4.2633
H -1.0653 2.1698 2.3042
H 0.6020 2.4890 1.7066
H 0.7592 2.2988 -1.0383
H -0.7204 0.9516 -2.8545
H -2.5503 -0.4226 -1.3689
H 0.1226 -2.5148 -2.5043
H 0.1021 -1.7509 -4.8321
*
```

Calculated values
Frontier orbital gap   0.309 hartree
SMILES string   COc1ccc(C(=O)CSc2nnc(-c3ccccn3)n2Cc2ccco2)cc1
HOMO level   -8.1 eV
Calculated total energy   -45006.07276 eV
LUMO   0.31 eV

---

ORCA calculation (wB97M-V/def2-TZVPD) on a structure of composition C21H26FN4O4S3Sc.

Structure (ORCA input):
```
! RIJCOSX wB97M-V def2-TZVPD def2/J DEFGRID3
* xyz 0 1
Sc -0.5385 0.4890 -0.5796
C 1.8659 -4.6166 -6.0440
C 1.1342 -3.5069 -5.3433
C 1.6510 -2.9257 -4.1888
C 0.9709 -1.9153 -3.5289
C -0.2447 -1.4769 -4.0339
C -0.7778 -2.0358 -5.1880
C -0.0858 -3.0457 -5.8337
S -1.1588 -0.2083 -3.2198
O -2.0228 0.3974 -4.1861
O -0.1333 0.7439 -2.6561
N -1.8578 -0.7583 -1.9211
C -1.7419 -2.1585 -1.5302
C -0.6531 -2.3866 -0.4698
O -0.6634 -3.3865 0.2322
O 0.2357 -1.4397 -0.3649
H 2.8932 -4.6986 -5.6921
H 1.8847 -4.4559 -7.1221
H 1.3743 -5.5750 -5.8652
H 2.6027 -3.2665 -3.8003
H 1.3802 -1.4758 -2.6297
H -1.7160 -1.6668 -5.5791
H -0.4961 -3.4776 -6.7386
H -1.5094 -2.8213 -2.3689
H -2.6888 -2.5081 -1.1162
C 1.7728 1.8522 2.5374
S 1.5019 0.5026 1.3880
C 1.7966 -0.9174 2.4424
H 2.8172 1.8834 2.8442
H 1.1345 1.7492 3.4152
H 1.5187 2.7759 2.0232
H 1.0813 -0.9604 3.2615
H 2.8117 -0.8910 2.8367
H 1.6851 -1.8040 1.8189
C -5.3555 2.5355 2.5585
C -5.1932 1.5598 1.3944
C -3.9811 0.6999 1.5377
N -2.9302 0.8122 0.8114
N -1.9252 -0.0521 1.1575
C -2.2469 -0.8664 2.1282
N -1.4320 -1.8346 2.6077
S -3.8264 -0.5424 2.7521
H -6.2386 3.1561 2.4135
H -4.4871 3.1901 2.6345
H -5.4681 2.0117 3.5091
H -5.0729 2.0955 0.4528
H -6.0770 0.9258 1.2974
H -0.7726 -2.2062 1.9237
H -1.8840 -2.5669 3.1315
F 0.8216 6.6488 0.6352
C 0.5168 5.3483 0.4076
C -0.5415 4.7833 1.0903
C -0.8391 3.4468 0.8483
C -0.1097 2.6494 -0.0455
C 0.9310 3.3003 -0.7229
C 1.2648 4.6347 -0.5035
H -1.1081 5.3885 1.7866
H -1.6696 3.0155 1.4007
H 1.5263 2.7599 -1.4553
H 2.0765 5.1217 -1.0282
*
```

Calculated values
Frontier orbital gap   0.310 hartree
HOMO level   -8.3 eV
Calculated total energy   -92276.13628 eV
LUMO   0.13 eV

---

ORCA calculation (wB97M-V/def2-TZVPD) on a structure of composition C22H24N3O3S.

Structure (ORCA input):
```
! RIJCOSX wB97M-V def2-TZVPD def2/J DEFGRID3
* xyz -1 1
C -6.4121 1.0462 0.3259
N -5.4111 1.2441 1.3675
C -5.6520 2.4541 2.1400
C -4.0911 0.7787 1.2001
C -3.3145 1.2069 0.1041
C -2.0044 0.7647 -0.0370
C -1.4528 -0.1604 0.8511
C -0.0476 -0.6580 0.6395
C 1.0646 0.0341 1.1988
C 2.3498 -0.5939 1.0348
O 2.4962 -1.7708 0.6774
N 3.4952 0.2032 1.2170
C 4.7304 -0.5199 0.9689
C 3.4938 1.5870 1.0765
S 4.8478 2.5359 0.7875
N 2.2333 2.1499 1.1821
C 2.2015 3.6064 1.1574
C 1.0371 1.4560 1.4874
O 0.0444 2.0854 1.8640
C -2.2434 -0.6318 1.9172
C -3.5253 -0.1310 2.1286
H -6.2621 0.0791 -0.1689
H -7.3932 1.0533 0.8199
H -6.4066 1.8446 -0.4380
H -4.8869 2.5512 2.9194
H -5.6395 3.3650 1.5107
H -6.6457 2.3600 2.5986
H -3.7637 1.8789 -0.6308
H -1.4085 1.1184 -0.8770
H 0.0329 -1.7419 0.5893
H 5.5194 0.2085 1.1482
H 4.7714 -1.3702 1.6557
H 4.7756 -0.8927 -0.0628
H 1.1697 3.9457 1.1687
H 2.7601 3.9839 2.0205
H 2.7294 3.9157 0.2512
H -1.8255 -1.3801 2.5908
H -4.1471 -0.4891 2.9552
C 2.0986 -4.6848 -3.1234
C 2.1537 -3.1940 -2.8808
C 3.2551 -2.4571 -3.3378
C 3.2946 -1.0706 -3.1531
C 2.3076 -0.4076 -2.4415
C 1.2014 -1.1357 -1.9066
O 0.2900 -0.5130 -1.2112
C 1.1360 -2.5357 -2.1937
H 1.1499 -5.0929 -2.7563
H 2.1856 -4.9253 -4.1934
H 2.9167 -5.2108 -2.6085
H 4.0752 -2.9701 -3.8540
H 4.1259 -0.4925 -3.5520
H 2.3290 0.6674 -2.2703
H 0.2614 -3.0942 -1.8568
*
```

Calculated values
Frontier orbital gap   0.252 hartree
HOMO level   -4.1 eV
Calculated total energy   -44652.94460 eV
LUMO   2.76 eV

---

Sequential relative energy (zero: lowest compared OMol25 entry of this formula, charge and spin) output: 0.7482, 5.9362, 2.4170, 1.7485, 0.0000, 2.4050, 0.0000, 0.0000 eV
Sequential max |F| output: 0.0728, 0.0984, 0.0288, 0.1124, 0.0040, 0.0251, 0.0130, 0.0329 hartree/bohr